(1)
The following is a quantum chemistry calculation of the molecule C15H22N2O4, from OMol25.

XYZ file:
```
43
Properties=species:S:1:pos:R:3:mulliken_charge:R:1
O 1.489 -2.355 -2.138 -0.667
C 2.193 -1.532 -1.585 0.154
C 1.732 -0.839 -0.300 0.034
C 2.342 -1.494 0.941 -0.859
O 3.716 -1.143 1.017 -0.480
N 0.297 -0.958 -0.262 -0.277
C -0.467 -0.105 0.463 -0.337
O 0.024 0.769 1.161 -0.709
C -1.958 -0.291 0.348 1.029
C -2.757 0.976 -0.067 -1.337
C -3.718 0.693 1.083 1.015
C -2.741 -0.310 1.688 -1.366
C -5.220 0.516 0.952 -1.097
C -4.633 1.620 1.751 0.671
C -4.789 2.201 3.099 -0.659
C -4.777 3.085 1.855 -0.692
N 3.466 -1.248 -1.959 0.499
C 4.108 0.074 -1.876 -0.485
C 5.339 -0.089 -2.784 -0.606
C 5.256 -1.557 -3.196 -0.361
O 3.863 -1.851 -3.166 -0.380
H 2.003 0.219 -0.286 0.466
H 1.791 -1.114 1.804 0.451
H 2.210 -2.580 0.876 0.327
H 4.069 -1.466 1.851 0.314
H -0.107 -1.644 -0.883 0.357
H -2.208 -1.147 -0.279 0.512
H -2.170 1.880 0.102 0.314
H -3.166 0.981 -1.077 0.334
H -3.138 -1.273 2.006 0.332
H -2.145 0.132 2.489 0.317
H -5.668 0.756 -0.005 0.248
H -5.668 -0.316 1.484 0.256
H -5.739 2.072 3.603 0.250
H -3.925 2.237 3.750 0.247
H -3.899 3.697 1.690 0.246
H -5.716 3.533 1.557 0.252
H 3.443 0.857 -2.244 0.232
H 4.367 0.271 -0.840 0.248
H 5.254 0.557 -3.656 0.295
H 6.268 0.146 -2.270 0.310
H 5.597 -1.756 -4.208 0.340
H 5.782 -2.203 -2.488 0.263
```

Output
energy relative to the best compared isomer or geometry (same formula, charge and spin) = 125.3 kcal per mole
orbital gap = 0.3599 Ha
multiplicity = 1

=====

(2)
The following is a quantum chemistry calculation of a structure of composition C15H22N5O6Ti, from OMol25.

XYZ file:
```
49
Properties=species:S:1:pos:R:3:mulliken_charge:R:1
Ti 0.040 0.971 -0.081 0.791
O -2.216 2.758 -3.053 -0.358
C -1.214 2.692 -2.258 0.530
O -1.200 1.908 -1.279 -0.426
C -0.102 3.655 -2.637 -0.416
O 0.801 3.909 -1.585 -0.501
C 2.117 3.330 -1.689 -0.711
C 1.822 1.952 -1.164 1.274
O 1.227 1.110 -1.863 -0.430
O 1.752 1.748 0.129 -0.451
H -2.932 2.125 -2.851 0.432
H -0.576 4.593 -2.934 0.517
H 0.382 3.239 -3.528 0.401
H 2.781 3.898 -1.045 0.383
H 2.481 3.311 -2.715 0.425
C -1.464 0.302 4.290 -0.816
N -1.219 1.521 3.481 0.104
C -1.377 2.791 3.997 -0.126
C -1.115 3.893 3.266 -1.081
C -0.657 3.735 1.923 0.964
N -0.567 2.476 1.432 0.096
C -0.821 1.436 2.219 0.569
O -0.616 0.300 1.608 -0.546
N -0.326 4.752 1.158 -0.224
H -1.805 0.616 5.271 0.317
H -0.538 -0.259 4.383 0.337
H -2.230 -0.300 3.808 0.333
H -1.716 2.840 5.023 0.427
H -1.236 4.876 3.698 0.452
H -0.377 5.697 1.513 0.284
H 0.066 4.608 0.235 0.142
N 0.029 -0.889 -0.585 -0.601
C 0.079 -2.049 -0.815 0.359
N 0.155 -3.276 -1.070 0.121
C -0.465 -4.311 -0.163 -0.781
C 0.604 -5.301 0.272 -0.520
C 1.502 -5.759 -0.900 -0.565
C 0.967 -5.287 -2.249 -0.764
C 0.894 -3.773 -2.305 -0.609
H -1.254 -4.776 -0.752 0.340
H -0.920 -3.784 0.673 0.485
H 0.076 -6.147 0.714 0.340
H 1.204 -4.859 1.067 0.274
H 1.589 -6.843 -0.902 0.335
H 2.513 -5.371 -0.764 0.316
H -0.008 -5.723 -2.470 0.349
H 1.630 -5.600 -3.057 0.383
H 0.351 -3.407 -3.175 0.418
H 1.888 -3.328 -2.272 0.426
```

Output
energy relative to the best compared isomer or geometry (same formula, charge and spin) = 0.0 kcal per mole
orbital gap = 0.2624 Ha
multiplicity = 1
total charge = +3

=====

(3)
The following is a quantum chemistry calculation of a cluster of 2 separate species, C15H22N6O5 in total in a non-equilibrium geometry, from OMol25.

XYZ file:
```
48
Properties=species:S:1:pos:R:3:mulliken_charge:R:1
C 1.463 5.100 0.255 -0.691
N 1.361 4.517 1.592 -0.129
C 0.776 3.377 1.987 0.184
O 0.925 3.028 3.152 -0.691
C -0.047 2.466 1.045 0.254
C 0.872 1.414 0.398 -1.486
C 0.136 0.364 -0.414 0.581
C -0.568 -0.656 0.251 -0.499
C -1.315 -1.594 -0.482 -0.581
C -1.348 -1.526 -1.885 -0.768
C -0.626 -0.523 -2.556 -0.933
C 0.114 0.422 -1.822 0.074
N -0.822 3.133 -0.011 -0.009
C -1.766 4.045 0.211 0.637
C -2.495 4.568 -1.003 -1.198
O -2.045 4.469 1.322 -0.629
H 0.555 5.661 0.025 0.203
H 2.311 5.786 0.223 0.352
H 1.618 4.322 -0.493 0.202
H 1.816 5.012 2.343 0.274
H -0.755 1.943 1.689 0.385
H 1.426 0.904 1.188 0.465
H 1.603 1.916 -0.237 0.312
H -0.558 -0.704 1.332 0.511
H -1.886 -2.352 0.038 0.470
H -1.946 -2.232 -2.446 0.534
H -0.660 -0.462 -3.636 0.439
H 0.658 1.199 -2.341 0.511
H -0.689 2.814 -0.955 0.233
H -2.880 3.733 -1.585 0.338
H -1.812 5.162 -1.606 0.293
H -3.325 5.191 -0.671 0.336
N 1.607 -3.423 -2.639 -0.475
C 1.505 -4.134 -1.492 0.651
O 2.541 -4.394 -0.917 -0.677
N 0.272 -4.497 -1.050 -0.088
C -0.045 -4.808 0.234 0.636
O -1.243 -4.912 0.434 -0.703
N 0.884 -4.896 1.227 -0.105
C 0.649 -4.940 2.562 0.434
N -0.578 -5.067 3.130 -0.410
O 1.593 -4.792 3.304 -0.643
H 0.843 -2.782 -2.821 0.212
H 2.551 -3.083 -2.799 0.270
H -0.517 -4.312 -1.648 0.229
H 1.852 -4.750 0.956 0.170
H -1.373 -4.931 2.510 0.274
H -0.637 -4.776 4.099 0.250
```

Output
orbital gap = 0.3620 Ha
multiplicity = 1

=====

(4)
The following is a quantum chemistry calculation of the molecule C15H22O5 in a non-equilibrium geometry, from OMol25.

XYZ file:
```
42
Properties=species:S:1:pos:R:3:mulliken_charge:R:1
C -2.524 1.019 -3.019 -0.737
O -2.388 1.700 -1.499 -0.387
C -1.727 2.654 -1.329 -0.011
C -0.330 2.454 -1.636 -1.048
C 0.531 1.371 -1.125 1.030
O 1.795 1.105 -1.302 -0.573
C 1.083 0.241 -1.915 -0.452
C 1.034 -1.382 -1.632 -0.035
O 1.573 -2.102 -2.545 -0.479
C 1.674 -1.515 -0.288 -0.864
O 1.472 -2.675 0.306 -0.337
C 1.769 -3.097 1.630 -0.662
C 0.990 -2.117 2.714 0.593
C -0.310 -1.997 2.550 -0.268
C -0.851 -1.148 3.310 -0.426
C -0.289 -0.813 4.513 -0.605
C 1.206 -0.899 4.731 -0.910
C 1.781 -1.878 3.713 -0.322
O -2.039 3.889 -2.151 -0.453
C -3.638 4.010 -1.803 -0.888
H -3.368 0.486 -3.132 0.418
H -1.533 0.553 -3.390 0.165
H -2.579 1.941 -3.679 0.318
H -1.873 2.588 -0.333 0.604
H -0.077 2.558 -2.778 0.325
H 0.395 3.354 -1.558 0.359
H -0.039 1.117 -0.059 -0.116
H 0.965 0.396 -3.020 0.444
H -0.031 -1.470 -1.339 0.335
H 2.349 -1.839 -2.443 0.360
H 2.661 -1.349 -0.373 0.462
H 1.439 -0.719 0.445 0.400
H 3.028 -2.821 1.497 0.226
H 1.613 -4.160 1.816 0.280
H -0.853 -2.256 1.766 0.564
H -1.987 -0.978 3.263 0.268
H -0.493 -0.046 5.203 0.378
H 1.573 -0.708 5.516 0.732
H 2.883 -1.926 3.745 0.318
H -3.710 4.952 -2.450 0.289
H -3.384 4.372 -0.750 0.334
H -4.366 3.357 -1.841 0.373
```

Output
energy relative to the best compared isomer or geometry (same formula, charge and spin) = 423.3 kcal per mole
orbital gap = 0.3619 Ha
multiplicity = 1

=====

(5)
The following is a quantum chemistry calculation of the molecule C15H22O5 in a non-equilibrium geometry, from OMol25.

XYZ file:
```
42
Properties=species:S:1:pos:R:3:mulliken_charge:R:1
C -4.854 -0.243 -1.489 -0.603
O -4.868 -0.496 -0.092 -0.412
C -3.705 -1.077 0.424 -0.108
C -2.425 -0.260 0.177 -0.954
C -2.640 1.205 0.486 0.324
O -2.551 2.128 -0.566 -0.514
C -1.560 2.196 0.424 -0.843
C -0.140 1.846 0.021 0.549
O 0.474 2.958 -0.596 -0.584
C 0.689 1.456 1.261 -0.977
O 1.682 0.509 0.993 -0.286
C 2.780 1.023 0.265 -0.401
C 3.810 -0.046 0.021 0.352
C 3.611 -1.355 0.432 -0.357
C 4.578 -2.317 0.193 -0.529
C 5.750 -1.980 -0.461 -0.459
C 5.954 -0.674 -0.875 -0.485
C 4.990 0.287 -0.636 -0.516
O -3.464 -2.356 -0.094 -0.321
C -4.437 -3.313 0.270 -0.756
H -4.459 -1.104 -2.035 0.303
H -4.265 0.647 -1.722 0.185
H -5.892 -0.075 -1.770 0.260
H -3.910 -1.135 1.508 0.395
H -1.635 -0.678 0.801 0.410
H -2.137 -0.387 -0.867 0.371
H -3.458 1.402 1.177 0.554
H -1.624 3.074 1.064 0.497
H -0.157 0.991 -0.672 0.312
H -0.111 3.284 -1.291 0.344
H 1.125 2.375 1.680 0.408
H 0.035 0.995 2.005 0.425
H 3.235 1.855 0.827 0.296
H 2.442 1.433 -0.698 0.337
H 2.695 -1.608 0.942 0.408
H 4.413 -3.334 0.518 0.380
H 6.504 -2.731 -0.647 0.371
H 6.867 -0.405 -1.386 0.376
H 5.149 1.307 -0.959 0.377
H -4.159 -4.235 -0.235 0.269
H -5.437 -3.001 -0.046 0.303
H -4.440 -3.468 1.355 0.297
```

Output
energy relative to the best compared isomer or geometry (same formula, charge and spin) = 84.8 kcal per mole
orbital gap = 0.3592 Ha
multiplicity = 1

=====

(6)
The following is a quantum chemistry calculation of a cluster of 6 separate species, C15H23BO15S in total, from OMol25.

XYZ file:
```
55
Properties=species:S:1:pos:R:3:mulliken_charge:R:1
O 0.356 -4.325 2.198 -0.585
C 0.352 -3.451 1.384 0.705
O 1.361 -2.576 1.196 -0.367
C 1.075 -1.823 0.002 -0.108
C -0.421 -1.939 -0.102 -0.020
O -0.676 -3.199 0.545 -0.364
H 1.418 -0.800 0.102 0.122
H 1.586 -2.286 -0.836 0.223
H -0.940 -1.150 0.445 0.175
H -0.773 -1.947 -1.125 0.285
O -2.956 -1.649 7.077 -0.531
C -2.275 -2.268 6.324 0.635
O -1.726 -1.768 5.193 -0.349
C -0.797 -2.735 4.680 0.243
C -1.315 -4.024 5.272 -0.286
O -1.944 -3.573 6.479 -0.347
H -0.805 -2.735 3.599 -0.231
H 0.204 -2.484 5.034 0.244
H -2.064 -4.502 4.638 0.281
H -0.529 -4.740 5.495 0.295
O 3.318 -0.902 -1.557 -0.448
C 3.970 0.022 -1.920 0.464
O 5.147 -0.085 -2.576 -0.346
C 5.504 1.208 -3.074 -0.357
C 4.749 2.124 -2.141 -0.290
O 3.622 1.323 -1.751 -0.194
H 6.581 1.348 -3.035 0.301
H 5.169 1.291 -4.110 0.257
H 5.319 2.381 -1.248 0.270
H 4.410 3.040 -2.618 0.327
O -2.810 -1.001 -1.641 -0.490
C -3.961 -0.977 -1.948 0.576
O -4.827 -0.001 -1.596 -0.295
C -6.042 -0.197 -2.329 -0.288
C -5.985 -1.675 -2.652 -0.299
O -4.575 -1.922 -2.691 -0.313
H -6.899 0.080 -1.721 0.285
H -6.017 0.429 -3.222 0.252
H -6.428 -2.292 -1.869 0.260
H -6.440 -1.926 -3.606 0.288
O 4.765 4.652 0.129 -0.549
C 3.593 4.591 0.326 0.704
O 2.995 3.668 1.111 -0.325
C 1.624 4.040 1.279 -0.286
C 1.374 4.897 0.057 -0.198
O 2.677 5.428 -0.215 -0.339
H 0.994 3.156 1.322 0.269
H 1.524 4.600 2.211 0.278
H 1.047 4.308 -0.803 0.175
H 0.666 5.702 0.231 0.295
B -1.466 1.366 -3.207 0.231
S 0.154 0.869 -2.492 -0.174
H -2.267 1.868 -2.496 -0.064
H -1.644 1.179 -4.366 -0.072
H 1.028 1.380 -3.384 0.077
```

Output
orbital gap = 0.3594 Ha
multiplicity = 1